C35H31BrN7O2PtSe | ωB97M-V with the def2-TZVPD basis set

Properties
Highest occupied orbital energy in eV: -10.53
ΔE to the lowest compared entry with this formula, charge and spin in kcal/mol: 1.41
Total charge: +1
Spin multiplicity: 1
Molar mass in g/mol: 935.62

Geometry (Å):
Pt 1.13 1.31 -0.40
Br 1.34 1.03 -3.35
Se 0.10 -1.00 -0.43
O 2.35 2.51 0.80
O 1.63 1.80 3.08
N -3.04 0.65 -1.88
N -3.01 -1.40 -3.07
N -1.56 -2.05 1.63
N 3.68 0.60 0.37
N 2.94 0.45 -0.75
N -0.30 -0.43 2.37
N -0.49 2.43 -0.01
C -2.17 -3.05 0.78
C -1.84 -1.91 2.99
C 2.42 -0.47 -2.92
C -4.19 2.20 0.41
C -4.10 -1.79 -2.41
C -2.66 4.13 0.00
C -2.55 -0.19 -2.78
C 3.22 -0.36 -1.70
C 3.28 1.35 4.74
C 5.61 1.36 4.17
C -1.72 1.96 0.21
C 1.72 -0.94 -6.00
C -1.08 -0.45 4.78
C -4.70 -0.99 -1.45
C 3.95 1.76 2.46
C 3.61 1.95 1.00
C -1.38 4.62 -0.20
C -1.96 -1.12 5.61
C 0.47 -2.52 -7.31
C -0.61 -1.16 1.29
C 1.19 -3.11 -5.10
C 0.52 -3.43 -6.27
C -2.73 -2.58 3.82
C 2.95 1.63 3.42
C -4.12 0.25 -1.20
C -2.77 -2.16 5.14
C 4.60 1.21 5.11
C 2.48 -1.56 -3.69
C 1.78 -1.85 -4.95
C -1.04 -0.87 3.46
C 1.07 -1.28 -7.18
C -2.84 2.77 0.21
C -0.31 3.75 -0.20
C 5.27 1.64 2.85
C -4.71 1.13 -0.18
H -5.72 0.85 0.12
H -3.51 4.80 -0.01
H 1.05 -0.57 -8.00
H -1.81 0.90 0.37
H -1.20 5.68 -0.35
H 2.21 0.02 -5.91
H 4.85 1.00 6.14
H -1.82 -4.04 1.06
H -1.89 -2.85 -0.25
H -0.04 -2.78 -8.23
H 4.57 0.11 0.40
H -3.44 -2.66 5.83
H 6.06 1.77 2.11
H 6.65 1.28 4.46
H 2.48 1.26 5.47
H -1.68 0.14 -3.32
H 0.71 4.07 -0.33
H -0.46 0.35 5.13
H -5.59 -1.31 -0.93
H 4.11 -0.98 -1.63
H 0.06 -4.40 -6.37
H 1.24 -3.83 -4.29
H 4.38 2.59 0.54
H 0.48 0.23 2.42
H -4.49 -2.77 -2.65
H -2.03 -0.83 6.65
H 3.10 -2.37 -3.30
H -3.25 -3.00 0.87
H -3.35 -3.38 3.46
H -4.81 2.72 1.13
H 1.67 2.20 2.17

---

C45H63CaN8S | ωB97M-V with the def2-TZVPD basis set

Properties
Highest occupied orbital energy in eV: -7.87
ΔE to the lowest compared entry with this formula, charge and spin in kcal/mol: 20.51
Total charge: +1
Spin multiplicity: 1
Molar mass in g/mol: 788.20

Geometry (Å):
Ca 0.56 -0.37 0.03
S 0.92 3.06 -2.61
N -1.06 4.57 -3.57
N 1.35 -3.87 0.26
N 2.05 1.43 1.34
N -1.35 0.09 4.94
N 3.16 -0.09 -0.68
N -0.87 -1.62 -1.16
N 0.92 4.67 -4.73
N 2.53 -1.39 1.93
C 3.54 0.80 -1.60
C 5.81 0.72 -0.90
C 2.36 4.48 -4.81
C -3.35 -2.84 1.27
C 2.86 -0.30 2.85
C -5.65 -2.98 -1.73
C -1.76 0.78 2.57
C -4.49 -3.03 0.50
C -1.96 3.91 -2.64
C 0.66 -4.14 1.36
C 5.43 -0.22 0.05
C 3.91 2.00 2.72
C -1.07 0.91 1.36
C -2.08 -2.07 -0.70
C -0.38 -6.04 0.35
C 3.68 -1.70 1.06
C 4.10 -0.61 0.12
C -3.39 -3.15 2.75
C 2.22 -2.60 2.75
C -1.45 5.94 -3.90
C 0.29 4.90 -6.02
C 4.85 1.24 -1.74
C -2.61 2.79 0.90
C 0.84 -3.22 2.54
C 0.22 4.15 -3.68
C 0.79 -1.13 -2.83
C -1.45 -0.16 -3.10
C -1.04 -2.65 -3.47
C -3.27 2.60 2.10
C -4.44 -2.75 -0.86
C -3.26 -2.28 -1.44
C -2.85 1.57 2.93
C -1.22 -1.07 5.85
C 2.96 1.09 2.25
C 3.90 3.29 2.23
C -0.30 1.12 5.19
C -2.19 -2.38 0.68
C 0.35 -5.77 -0.79
C 2.93 3.64 1.30
C -0.21 -5.22 1.45
C -1.34 -0.34 3.49
C -1.55 1.95 0.55
C -0.70 -1.41 -2.61
C 1.20 -4.68 -0.79
C 2.03 2.68 0.89
H -1.81 6.43 -3.00
H 6.85 1.04 -0.97
H -3.42 1.41 3.85
H 1.79 -4.44 -1.67
H -2.01 -2.57 -3.97
H 2.62 3.49 -5.19
H 4.64 1.68 3.45
H 4.55 -1.98 1.67
H -0.59 6.50 -4.27
H -0.29 -1.59 5.60
H 6.15 -0.65 0.72
H 0.11 -2.41 2.47
H -4.11 3.22 2.38
H -2.24 5.95 -4.65
H 2.04 -0.26 3.58
H -5.52 -3.88 -2.34
H 2.77 1.21 -2.24
H 0.98 -0.90 -3.88
H -1.84 2.83 -2.69
H -1.99 -1.21 3.42
H 1.41 -1.97 -2.53
H -0.32 -0.64 3.27
H -3.28 -2.09 -2.50
H -2.39 -3.35 3.15
H -0.41 1.91 4.45
H 0.67 0.64 5.09
H 2.76 5.24 -5.49
H -0.29 -2.79 -4.26
H -2.98 4.18 -2.91
H 0.26 -6.39 -1.68
H 4.63 4.01 2.57
H -3.84 -2.33 3.31
H -0.76 -5.40 2.37
H 3.78 -0.51 3.42
H -1.09 2.14 -0.42
H 1.26 2.92 0.16
H -1.06 -6.88 0.39
H -1.31 -2.27 1.30
H 2.81 4.61 -3.83
H 3.39 -2.56 0.46
H -2.49 -0.16 -2.78
H 1.13 -0.25 -2.28
H 2.88 4.64 0.88
H -5.81 -2.14 -2.41
H -4.01 -4.03 2.95
H -2.06 -1.74 5.70
H 0.76 4.25 -6.77
H -1.42 -0.09 -4.19
H -6.55 -3.11 -1.13
H -0.42 1.51 6.20
H 0.57 -3.77 3.45
H -1.18 -0.73 6.88
H -0.98 0.74 -2.70
H 3.00 -3.35 2.63
H -1.06 -3.55 -2.86
H -1.76 4.23 -1.61
H -2.25 0.53 5.10
H -0.77 4.65 -5.98
H 2.26 -2.30 3.81
H 0.40 5.94 -6.35
H -5.40 -3.41 0.94
H -2.93 3.58 0.23
H 5.09 1.97 -2.50

---

C4H11BO2 | ωB97M-V with the def2-TZVPD basis set

Properties
Highest occupied orbital energy (alpha / beta) in eV: -7.88 / -7.34
ΔE to the lowest compared entry with this formula, charge and spin in kcal/mol: 122.60
Total charge: 0
Spin multiplicity: 1
Molar mass in g/mol: 101.94

Geometry (Å):
O 0.88 2.80 -1.17
O 2.76 2.11 0.09
C 0.73 -1.10 -0.32
C -0.69 -0.59 -0.17
C -1.60 -1.83 -0.22
C -0.76 0.00 1.28
B 1.53 1.93 -0.31
H 0.82 -1.55 -1.21
H 0.15 -0.35 1.92
H 0.10 2.56 -1.54
H 3.54 2.67 -0.18
H -1.38 -2.68 0.49
H -1.44 -2.37 -1.22
H -1.06 0.11 -0.89
H -0.67 1.08 1.24
H 1.33 -1.36 0.51
H -2.59 -1.32 -0.14
H -1.66 -0.13 1.84

---

C36H33FN | ωB97M-V with the def2-TZVPD basis set

Properties
Highest occupied orbital energy in eV: -11.12
ΔE to the lowest compared entry with this formula, charge and spin in kcal/mol: 10.57
Total charge: +1
Spin multiplicity: 1
Molar mass in g/mol: 498.66

Geometry (Å):
F -6.52 0.41 0.12
N -0.16 -0.82 -1.31
C 3.05 1.11 -0.78
C 1.21 -1.69 3.04
C 4.63 2.27 -2.22
C -2.97 -4.44 -0.03
C -2.13 -2.30 0.77
C -0.29 -1.96 -2.17
C -1.93 -2.88 2.04
C 1.58 0.79 -0.48
C -1.79 -0.86 0.53
C 5.66 1.98 -1.32
C -2.22 -4.23 2.26
C -5.00 1.99 1.01
C -5.23 0.73 0.47
C -0.45 2.32 -0.86
C 1.78 -2.20 1.86
C -2.74 -5.02 1.23
C 0.89 -1.88 -3.16
C 0.94 0.01 -1.67
C 1.87 -0.87 -2.55
C 5.39 1.26 -0.16
C -2.91 0.09 0.65
C 4.09 0.83 0.11
C 0.99 0.49 1.99
C -3.68 2.31 1.36
C 1.47 -0.05 0.79
C -1.08 3.57 -0.74
C 1.47 3.19 0.32
C -2.66 1.37 1.20
C 3.33 1.83 -1.95
C 0.85 4.43 0.42
C -2.70 -3.08 -0.24
C 1.92 -1.37 0.75
C -4.23 -0.21 0.26
C -0.43 4.63 -0.12
C 0.83 2.13 -0.34
C 0.77 -0.37 3.08
H 3.89 0.30 1.05
H -0.97 1.50 -1.36
H 1.37 5.25 0.93
H 2.64 -1.36 -1.95
H 2.46 3.04 0.75
H -0.95 -0.57 1.16
H 1.35 -2.85 -3.33
H -0.98 -0.54 -0.69
H -2.92 -2.61 -1.20
H 2.12 -3.24 1.81
H 0.74 1.55 2.08
H 0.26 0.02 3.97
H -2.09 3.68 -1.14
H -5.81 2.70 1.16
H -1.26 -1.96 -2.70
H -3.36 -5.04 -0.85
H -4.47 -1.18 -0.17
H -1.64 1.62 1.50
H 6.68 2.33 -1.53
H 6.18 1.02 0.55
H 2.41 -1.76 -0.14
H -2.98 -6.07 1.40
H 0.58 0.76 -2.40
H -0.92 5.60 -0.05
H 2.52 2.07 -2.65
H 2.38 -0.27 -3.31
H 4.81 2.85 -3.13
H -0.26 -2.89 -1.58
H -2.05 -4.67 3.25
H 0.52 -1.49 -4.11
H 1.12 -2.33 3.92
H -3.44 3.29 1.77
H -1.55 -2.26 2.85

---

C3H10NO3 | ωB97M-V with the def2-TZVPD basis set

Properties
Highest occupied orbital energy in eV: -14.72
ΔE to the lowest compared entry with this formula, charge and spin in kcal/mol: 28.42
Total charge: +1
Spin multiplicity: 1
Molar mass in g/mol: 108.12

Geometry (Å):
O 2.29 -1.05 1.85
O 0.30 -1.96 2.37
O -2.15 2.24 -2.75
N 0.54 -0.51 -1.03
C -0.45 -0.36 0.15
C 0.31 0.19 1.37
C 0.96 -1.05 1.96
H 2.75 -1.75 2.31
H 0.30 0.21 -1.71
H -0.99 -1.25 0.47
H 1.50 -0.39 -0.69
H 0.42 -1.46 -1.38
H -3.10 2.17 -2.59
H -2.03 3.08 -3.21
H -1.26 0.21 -0.32
H 0.96 1.04 1.12
H -0.35 0.64 2.10

---

C4H12NO | ωB97M-V with the def2-TZVPD basis set

Properties
Highest occupied orbital energy (alpha / beta) in eV: -18.05 / -18.05
Expectation value of S²: 0.753
ΔE to the lowest compared entry with this formula, charge and spin in kcal/mol: 58.16
Total charge: +2
Spin multiplicity: 2
Molar mass in g/mol: 90.15

Geometry (Å):
O 2.47 -0.82 -3.11
N 0.01 -1.25 0.23
C -0.35 0.15 0.22
C -1.67 1.92 1.56
C -0.86 0.65 1.54
C 0.88 -1.77 -0.55
H 0.04 1.07 2.16
H -0.28 -1.82 1.02
H -2.65 1.56 1.09
H 2.05 -1.33 -3.81
H 0.51 0.71 -0.15
H 1.06 -2.83 -0.45
H -1.92 2.25 2.56
H 3.02 -0.21 -3.60
H -1.27 2.75 0.97
H 1.46 -1.14 -1.25
H -1.15 0.22 -0.53
H -1.35 -0.14 2.13

---

C38H30ClN6O4SSr | ωB97M-V with the def2-TZVPD basis set

Properties
Highest occupied orbital energy in eV: -4.42
ΔE to the lowest compared entry with this formula, charge and spin in kcal/mol: 0.00
Total charge: -1
Spin multiplicity: 1
Molar mass in g/mol: 789.84

Geometry (Å):
Sr -0.30 -0.90 -0.04
Cl -7.60 -1.31 2.01
S 2.18 -1.69 -1.76
O -0.86 -2.55 -1.38
O -1.45 -6.69 -3.62
O -0.56 -2.78 1.32
O -1.86 -0.21 1.38
N -2.34 -0.10 -1.35
N 2.04 -0.65 1.13
N 3.17 -1.36 0.83
N 0.07 1.02 -1.84
N 4.49 -2.37 -0.65
N 0.44 1.60 1.83
C -1.26 2.30 3.37
C 3.46 0.54 4.19
C -3.68 -0.78 2.76
C -2.64 -0.47 -3.76
C -1.09 -3.80 -1.33
C -1.38 -4.49 -0.10
C -0.85 1.33 4.28
C 3.48 -1.79 3.64
C 3.00 -0.50 3.39
C 1.98 -0.22 2.33
C -1.08 -4.58 -2.53
C -1.82 -6.55 -1.32
C -0.59 2.39 2.16
C -1.96 0.04 -2.69
C 4.39 -2.02 4.65
C -3.56 -0.19 -0.99
C -4.00 -0.46 0.37
C 1.07 1.39 -4.41
C -1.18 -3.84 1.19
C -1.71 -4.50 2.44
C -5.02 -1.03 2.91
C 1.25 1.55 -2.04
C 0.82 0.67 2.70
C -0.97 0.29 -5.33
C 4.86 -0.96 5.43
C -0.67 0.64 -2.92
C 0.20 0.51 3.94
C -0.20 0.78 -4.24
C 3.26 -1.80 -0.43
C 1.79 1.78 -3.32
C -3.10 -0.47 1.49
C -5.37 -0.71 0.56
C -2.15 -0.33 -5.08
C -0.88 -6.15 -4.80
C -1.43 -5.90 -2.51
C 4.39 0.32 5.20
C -5.88 -0.99 1.80
C -1.78 -5.84 -0.15
H 4.75 -3.02 4.84
H 3.12 -2.60 3.02
H 0.12 -5.76 -4.62
H -0.83 -6.97 -5.52
H 0.54 -0.27 4.61
H 4.99 -2.64 0.18
H -2.76 -4.77 2.34
H 2.77 2.21 -3.42
H 4.75 1.15 5.80
H -2.12 -7.60 -1.35
H 5.59 -1.14 6.22
H 3.09 1.55 4.01
H -1.37 1.22 5.22
H -4.36 -0.07 -1.73
H -1.14 -5.41 2.67
H -2.09 2.97 3.58
H -3.01 -0.80 3.61
H -1.59 -3.80 3.26
H -3.56 -1.01 -3.59
H -2.04 -6.35 0.77
H -6.04 -0.68 -0.30
H -0.90 3.12 1.42
H -0.80 -4.05 -3.43
H -1.50 -5.35 -5.21
H -2.73 -0.74 -5.90
H 1.82 1.79 -1.14
H 4.55 -2.97 -1.45
H 1.47 1.51 -5.41
H -0.59 0.40 -6.34
H -5.43 -1.27 3.88

---

C11H34O7V2 | ωB97M-V with the def2-TZVPD basis set

Properties
Highest occupied orbital energy (alpha / beta) in eV: -18.43 / -18.72
Expectation value of S²: 15.765
Total charge: +3
Spin multiplicity: 8
Molar mass in g/mol: 380.27

Geometry (Å):
V -1.83 22.02 1.74
V -0.38 22.87 -1.18
O -0.76 22.50 3.81
O 1.71 20.94 2.01
O -0.03 22.79 0.95
O -2.20 21.63 -0.52
O -1.50 24.71 -0.68
O -0.82 19.94 2.09
O -0.94 25.49 3.97
C -1.10 18.54 2.04
C 3.03 21.28 2.15
C 0.17 25.70 3.13
C -0.87 26.95 -0.55
C -1.69 25.97 -1.34
C 1.33 26.02 4.07
C -2.96 20.56 -1.04
C -0.89 17.91 3.40
C -0.67 21.77 5.03
C 0.79 21.58 5.32
C 3.19 22.77 2.59
H -2.75 26.23 -1.36
H -0.03 26.49 2.42
H 1.22 27.02 4.50
H -1.02 27.95 -0.97
H 2.29 25.99 3.57
H -2.11 18.35 1.68
H -1.23 22.30 5.80
H -2.06 24.74 0.10
H -3.28 19.89 -0.25
H 1.39 25.28 4.87
H -2.31 19.94 -1.66
H -1.38 25.98 -2.39
H -0.57 23.41 4.04
H 0.25 23.58 1.44
H -1.13 20.79 4.94
H -1.71 25.18 3.47
H 1.33 21.23 4.44
H 1.32 21.65 1.49
H -3.78 20.96 -1.64
H -1.50 18.39 4.17
H 1.38 22.45 5.59
H -1.20 16.86 3.45
H 3.54 20.61 2.84
H 1.00 20.77 6.02
H 0.43 24.79 2.58
H 2.91 23.51 1.83
H -0.43 18.08 1.31
H 0.17 26.67 -0.72
H 4.26 22.96 2.71
H 0.13 20.11 2.13
H 0.14 18.08 3.73
H -1.11 27.03 0.51
H 3.52 21.16 1.18
H 2.67 23.02 3.51

---

- Which of these has the highest molar mass?
  C35H31BrN7O2PtSe